# 1
C16H16BrCaN3O3S2 as an isolated structure, computed with ωB97M-V/def2-TZVPD.

Geometry as ORCA input:
```
! RIJCOSX wB97M-V def2-TZVPD def2/J DEFGRID3
* xyz 0 1
Ca 1.383 -0.463 0.108
O -2.203 2.727 -2.555
C -2.381 1.512 -3.104
C -3.187 1.439 -4.242
C -3.428 0.223 -4.846
C -2.875 -0.953 -4.337
C -2.077 -0.877 -3.213
C -1.810 0.339 -2.580
C -0.928 0.321 -1.379
O -0.438 -0.801 -1.012
N -0.751 1.507 -0.805
N 0.130 1.537 0.322
C -0.120 2.509 1.101
S 0.866 2.693 2.558
C 0.414 4.412 2.800
C -1.063 4.532 2.450
S -1.353 3.713 0.869
H -1.676 2.576 -1.731
H -3.613 2.358 -4.622
H -4.059 0.184 -5.727
H -3.063 -1.907 -4.812
H -1.625 -1.764 -2.794
H 1.017 5.051 2.156
H 0.611 4.665 3.841
H -1.357 5.575 2.345
H -1.675 4.067 3.222
Br 0.824 -6.125 1.314
C 1.042 -4.450 2.124
C 1.266 -4.338 3.481
C 1.413 -3.076 4.025
C 1.327 -1.982 3.188
N 1.111 -2.086 1.873
C 0.978 -3.310 1.344
H 1.323 -5.225 4.098
H 1.590 -2.939 5.083
H 1.432 -0.980 3.586
H 0.796 -3.395 0.278
C 4.460 -1.464 -0.889
O 3.194 -1.052 -0.483
H 5.200 -0.657 -0.803
H 4.465 -1.790 -1.937
H 4.841 -2.306 -0.295
*
```

Its HOMO energy is -7.84 eV. The largest force on an atom comes out at 1.46 eV/Å. The calculation puts the LUMO energy at -0.005 Ha. The calculation puts the frontier orbital gap at 0.2833 hartree. The calculation puts the energy above the lowest of the compared OMol25 structures with the same formula, charge and spin at 0.0 kcal/mol.

Here are the Mulliken charges for atoms 1 to 6, given in e: 2.29, -0.69, 0.40, -0.68, -0.23, -0.79

# 2
One molecule with the formula C16H16Cl2N2O2, computed with ωB97M-V/def2-TZVPD.

Geometry as ORCA input:
```
! RIJCOSX wB97M-V def2-TZVPD def2/J DEFGRID3
* xyz 0 1
O 2.128 2.810 -0.537
C 1.505 1.842 -0.595
C 0.067 1.846 -0.693
Cl -0.990 3.247 -0.473
C -0.443 0.417 -0.663
N -1.689 -0.286 -0.853
C -1.998 -1.599 -0.356
C -3.272 -1.736 0.222
C -3.399 -0.818 1.698
C -3.142 0.579 1.485
C -3.577 0.968 0.220
C -2.962 0.656 -0.837
C 0.705 -0.327 -0.388
O 0.874 -1.408 -0.812
N 1.890 0.532 -0.514
C 3.178 -0.035 -0.386
C 3.815 -0.461 -1.393
C 5.035 -0.995 -1.135
C 5.884 -0.554 -0.089
C 5.260 0.359 0.775
C 3.874 0.546 0.595
Cl 3.169 1.510 1.997
H -2.050 -2.203 -1.182
H -1.119 -1.778 0.243
H -4.159 -1.466 -0.372
H -3.278 -2.876 0.523
H -4.397 -1.163 1.980
H -2.766 -1.373 2.548
H -3.359 1.083 2.399
H -1.990 0.696 1.743
H -4.648 1.039 0.298
H -3.477 2.211 0.309
H -3.527 -0.078 -1.525
H -2.635 1.500 -1.472
H 3.219 -0.951 -2.376
H 5.624 -1.360 -1.972
H 6.862 -0.834 -0.070
H 5.788 0.459 1.659
*
```

Its HOMO energy is -8.15 eV. The largest force on an atom comes out at 17.21 eV/Å. As for the structure (SMILES): O=C1C(Cl)=C(N2CCCCCC2)C(=O)N1c1ccccc1Cl. The calculation puts the LUMO energy at -0.037 Ha. The calculation puts the frontier orbital gap at 0.2629 hartree. The calculation puts the energy above the lowest of the compared OMol25 structures with the same formula, charge and spin at 243.1 kcal/mol.

Here are the Mulliken charges for atoms 1 to 6, given in e: -0.54, 0.45, -0.33, -0.16, 0.27, 0.07

# 3
C16H16Cl8IrO as an isolated structure, computed with ωB97M-V/def2-TZVPD.

Geometry as ORCA input:
```
! RIJCOSX wB97M-V def2-TZVPD def2/J DEFGRID3
* xyz -2 6
C 0.868 1.179 -0.971
C 1.381 1.353 0.414
C 0.272 2.078 1.111
C 2.775 1.747 0.666
C -0.831 2.135 0.253
C -0.472 1.580 -1.014
C -1.296 1.584 -2.245
C 1.712 1.051 -2.182
C 0.428 2.822 2.371
C -2.135 2.741 0.612
Ir 0.838 -0.608 0.823
Cl 2.155 -0.773 2.477
Cl 2.397 -1.369 -0.718
Cl -0.830 -0.279 2.402
H 3.451 1.159 0.054
H 3.034 1.565 1.702
H 2.920 2.808 0.437
H 1.212 2.381 2.996
H -0.508 2.829 2.954
H 0.703 3.871 2.169
H -2.486 2.397 1.597
H -2.911 2.490 -0.124
H -2.056 3.838 0.650
H -2.369 1.622 -2.026
H -1.094 0.690 -2.855
H -1.042 2.464 -2.856
H 2.722 0.708 -1.939
H 1.787 2.029 -2.684
H 1.286 0.319 -2.887
O -0.752 -1.584 -3.848
H -0.653 -2.024 -2.962
Cl 2.143 -3.746 1.522
C 0.532 -3.660 0.992
C -0.075 -2.462 0.626
C -1.365 -2.438 0.114
Cl -2.090 -0.982 -0.424
C -2.137 -3.619 0.073
Cl -3.726 -3.585 -0.559
C -1.566 -4.838 0.516
Cl -2.510 -6.268 0.498
C -0.218 -4.855 0.939
Cl 0.507 -6.351 1.327
*
```

Its HOMO energy (spin up / spin down) is 0.60 / -0.25 eV. The largest force on an atom comes out at 4.95 eV/Å. The calculation puts the LUMO energy (spin up / spin down) at 0.163 / 0.128 Ha. The calculation puts the frontier orbital gap (spin up / spin down) at 0.1410 / 0.1373 hartree. The expectation value of S² is 8.7760.

Here are the Mulliken charges for atoms 1 to 6, given in e: -0.10, 3.10, -0.75, -1.82, 2.14, -0.37

# 4
One molecule with the formula C16H16ClFN4O3S, computed with ωB97M-V/def2-TZVPD.

Geometry as ORCA input:
```
! RIJCOSX wB97M-V def2-TZVPD def2/J DEFGRID3
* xyz 0 1
O -4.594 -1.789 1.424
C -4.622 -1.170 0.388
N -3.776 -1.395 -0.649
C -2.629 -2.252 -0.490
C -1.374 -1.464 -0.603
N -1.251 -0.274 -1.084
N 0.053 0.065 -1.010
C 0.664 -0.953 -0.487
S 2.342 -1.120 -0.153
C 2.893 0.498 -0.811
C 4.379 0.464 -1.151
O 4.758 0.479 -2.306
N 5.227 0.435 -0.113
C 4.903 0.386 1.300
C 6.261 0.496 1.995
C 7.213 -0.146 0.988
C 6.662 0.352 -0.342
O -0.181 -1.970 -0.198
C -5.630 -0.089 0.102
C -6.976 -0.390 -0.064
F -7.360 -1.677 -0.058
C -7.930 0.590 -0.269
C -7.529 1.914 -0.298
C -6.197 2.251 -0.133
C -5.256 1.252 0.064
Cl -3.591 1.669 0.277
H -3.745 -0.744 -1.419
H -2.631 -3.046 -1.249
H -2.696 -2.718 0.500
H 2.656 1.259 -0.069
H 2.325 0.677 -1.722
H 4.232 1.201 1.582
H 4.417 -0.565 1.545
H 6.267 0.000 2.962
H 6.524 1.545 2.138
H 8.249 0.145 1.142
H 7.139 -1.232 1.043
H 6.860 -0.312 -1.184
H 7.052 1.345 -0.591
H -8.963 0.307 -0.398
H -8.262 2.692 -0.450
H -5.882 3.282 -0.155
*
```

Its HOMO energy is -9.01 eV. The largest force on an atom comes out at 1.67 eV/Å. As for the structure (SMILES): O=C(NCc1nnc(SCC(=O)N2CCCC2)o1)c1c(F)cccc1Cl. The calculation puts the LUMO energy at 0.020 Ha. The calculation puts the frontier orbital gap at 0.3514 hartree. The calculation puts the energy above the lowest of the compared OMol25 structures with the same formula, charge and spin at 35.9 kcal/mol.

Here are the Mulliken charges for atoms 1 to 6, given in e: -0.61, 0.34, -0.17, -0.83, 0.64, -0.31

# 5
One molecule with the formula C16H16ClNO2, computed with ωB97M-V/def2-TZVPD.

Geometry as ORCA input:
```
! RIJCOSX wB97M-V def2-TZVPD def2/J DEFGRID3
* xyz 0 1
C -0.770 -4.945 0.603
O 0.159 -3.897 0.737
C 0.301 -3.019 -0.293
C -0.383 -3.086 -1.502
C -0.166 -2.124 -2.472
C 0.728 -1.084 -2.271
C 0.877 0.007 -3.299
C -0.426 0.825 -3.403
C -1.099 0.953 -2.044
O -2.217 0.551 -1.828
N -0.300 1.561 -1.117
C -0.478 1.650 0.263
C -1.630 1.213 0.910
C -1.725 1.317 2.285
C -0.694 1.854 3.038
C 0.447 2.288 2.384
Cl 1.754 2.963 3.296
C 0.566 2.192 1.011
C 1.422 -1.036 -1.067
C 1.216 -1.986 -0.091
H -1.785 -4.565 0.453
H -0.727 -5.498 1.540
H -0.506 -5.614 -0.222
H -1.092 -3.874 -1.697
H -0.713 -2.187 -3.401
H 1.102 -0.421 -4.278
H 1.714 0.653 -3.025
H -1.136 0.322 -4.058
H -0.224 1.817 -3.814
H 0.604 1.874 -1.439
H -2.435 0.792 0.332
H -2.620 0.974 2.781
H -0.771 1.935 4.110
H 1.468 2.535 0.525
H 2.137 -0.245 -0.887
H 1.746 -1.944 0.847
*
```

Its HOMO energy is -8.39 eV. The largest force on an atom comes out at 0.57 eV/Å. As for the structure (SMILES): COc1ccc(CCC(=O)Nc2cccc(Cl)c2)cc1. The calculation puts the LUMO energy at 0.024 Ha. The calculation puts the frontier orbital gap at 0.3319 hartree. The calculation puts the energy above the lowest of the compared OMol25 structures with the same formula, charge and spin at 10.1 kcal/mol.

Here are the Mulliken charges for atoms 1 to 6, given in e: -0.86, -0.45, 0.91, -0.51, -0.58, 0.45

# 6
C16H16F4N2Pt as an isolated structure, computed with ωB97M-V/def2-TZVPD.

Geometry as ORCA input:
```
! RIJCOSX wB97M-V def2-TZVPD def2/J DEFGRID3
* xyz 0 1
Pt -0.073 -0.526 -0.447
C -2.083 -0.795 1.807
N -0.718 -0.316 1.527
C 0.257 -0.849 2.497
C -0.676 1.179 1.531
C 0.731 1.703 1.233
N 1.322 0.876 0.199
C 2.540 1.145 -0.317
C 3.013 0.313 -1.347
F 2.206 -0.689 -1.791
C 4.243 0.462 -1.939
F 4.588 -0.389 -2.916
C 5.120 1.457 -1.551
C 4.681 2.300 -0.549
F 5.475 3.294 -0.126
C 3.441 2.168 0.045
F 3.123 3.074 0.998
H -2.437 -0.364 2.748
H -2.078 -1.879 1.886
H -2.747 -0.510 0.999
H 0.095 -0.388 3.475
H 1.267 -0.649 2.157
H 0.123 -1.925 2.582
H -1.002 1.571 2.504
H -1.390 1.510 0.780
H 1.347 1.712 2.137
H 0.610 2.747 0.930
H 6.089 1.575 -2.012
C -4.471 -1.911 -1.819
C -4.018 -0.618 -2.030
C -2.712 -0.268 -1.700
C -1.828 -1.199 -1.150
C -2.302 -2.506 -0.960
C -3.604 -2.859 -1.289
H -5.488 -2.182 -2.073
H -4.683 0.126 -2.452
H -2.377 0.750 -1.883
H -1.642 -3.263 -0.552
H -3.944 -3.876 -1.132
*
```

Its HOMO energy (spin up / spin down) is -7.23 / -7.23 eV. The largest force on an atom comes out at 1.23 eV/Å. The calculation puts the LUMO energy (spin up / spin down) at -0.029 / -0.029 Ha. The calculation puts the frontier orbital gap (spin up / spin down) at 0.2365 / 0.2365 hartree.

Here are the Mulliken charges for atoms 1 to 6, given in e: 0.48, -1.06, -0.16, -0.88, -1.03, -0.69